A molecular structure, C51H130BeN9O16, computed with wB97M-V/def2-TZVPD.

Energy relative to the best compared isomer or geometry (same formula, charge and spin) = 0.0 kcal/mol
Largest force on an atom = 4.94 eV/A
Net charge = +1
Spin multiplicity = 1

Element x y z (Å)
Be 1.1729 -2.9365 -4.6414
C 1.1871 -0.4244 -0.3807
C 0.2355 -1.0728 -1.4373
C -0.3728 0.0322 -2.2996
O 0.8348 -2.1239 -2.2044
H 2.0480 0.0813 -0.8181
H 1.5865 -1.0714 0.4003
H 0.7667 0.4882 0.0417
H -0.5911 -1.5101 -0.8774
H -0.9057 0.7620 -1.6901
H -1.0365 -0.3806 -3.0594
H 0.4030 0.5712 -2.8434
C 4.4361 10.4663 2.7557
O 3.3858 9.6048 3.1698
C 3.7826 8.2357 3.4673
C 2.5480 7.3571 3.6955
N 3.0087 5.9842 3.6440
C 1.8126 5.1008 3.9211
C 2.0442 3.6148 3.7438
O 2.2912 3.3220 2.3964
C 2.3345 1.9272 2.1441
H 5.0845 10.7123 3.5966
H 4.0603 11.3967 2.3301
H 5.0509 10.0194 1.9745
H 4.4930 8.2700 4.2933
H 4.3182 7.7590 2.6463
H 1.9004 7.5933 2.8511
H 2.1116 7.5345 4.6784
H 3.6871 5.8401 4.3782
H 1.0389 5.2854 3.1758
H 1.4598 5.3152 4.9299
H 1.2055 3.0486 4.1490
H 2.8936 3.3349 4.3669
H 1.3548 1.4494 2.1544
H 2.9470 1.4305 2.8966
H 2.8585 1.6621 1.2259
C 2.7509 -3.3879 11.0284
O 2.8498 -4.1809 9.8959
C 3.4032 -3.5307 8.7341
C 3.2892 -4.4590 7.5302
N 3.6034 -3.7574 6.2327
C 3.2095 -4.5119 5.0602
C 3.8951 -3.9001 3.7627
O 3.3033 -2.6044 3.3858
C 1.9125 -2.4280 3.1954
H 3.5627 -2.6719 11.1564
H 2.7077 -3.9075 11.9856
H 1.7395 -2.9877 10.9578
H 4.4012 -3.1322 8.9170
H 2.8280 -2.6616 8.4147
H 2.2801 -4.8707 7.5111
H 3.9350 -5.3244 7.6795
H 4.6041 -3.6222 6.2091
H 2.1413 -4.6264 4.8762
H 3.5191 -5.5466 5.2074
H 3.7569 -4.5858 2.9268
H 4.9840 -3.8520 3.7733
H 1.5019 -3.1117 2.4525
H 1.7816 -1.4014 2.8532
H 1.3720 -2.5310 4.1364
C 9.2501 -6.1763 0.2214
O 8.1388 -5.3061 0.0723
C 6.9179 -5.8044 0.6527
C 5.7843 -4.7793 0.7973
N 5.2741 -4.2574 -0.4914
C 4.2431 -3.2068 -0.2050
C 4.8908 -1.8851 0.2560
O 5.7102 -1.3613 -0.7527
C 5.9441 0.0805 -0.6187
H 9.6726 -6.0941 1.2228
H 10.0410 -5.9883 -0.5047
H 8.9346 -7.2163 0.1379
H 7.0225 -6.3339 1.5996
H 6.7193 -6.6064 -0.0583
H 6.1073 -4.0009 1.4886
H 4.9877 -5.3675 1.2529
H 6.0471 -3.9502 -1.0643
H 3.6251 -3.5231 0.6352
H 3.6295 -2.9349 -1.0639
H 5.5514 -1.9696 1.1189
H 4.0718 -1.1994 0.4728
H 6.2625 0.2594 0.4083
H 5.1555 0.6827 -1.0699
H 6.8037 0.3352 -1.2386
C -3.8550 -0.9975 -1.3190
O -4.7649 -1.5602 -0.3949
C -4.7137 -1.0535 0.9280
C -5.7194 -1.8675 1.7697
N -7.0390 -1.7354 1.1483
C -8.0181 -2.7391 1.7062
C -9.3833 -2.6208 1.1286
O -9.4579 -2.8207 -0.3018
C -10.8161 -2.6808 -0.8609
H -2.8310 -1.1771 -0.9916
H -4.0824 0.0350 -1.5840
H -3.8926 -1.5786 -2.2404
H -4.9826 0.0027 0.9114
H -3.6933 -1.1788 1.2901
H -5.6167 -1.5153 2.7961
H -5.3562 -2.8928 1.6998
H -6.7691 -2.0762 0.2367
H -8.0340 -2.6437 2.7919
H -7.6689 -3.7615 1.5621
H -9.7957 -1.6422 1.3742
H -9.9318 -3.3570 1.7162
H -11.2276 -1.7207 -0.5496
H -11.4663 -3.4850 -0.5163
H -10.7953 -2.7142 -1.9502
C -1.0782 3.8758 0.9165
O -2.1681 4.0852 0.0335
C -3.1764 3.0819 0.0508
C -4.4887 3.5851 -0.6430
N -5.2581 2.4310 -1.0522
C -6.2342 2.8445 -1.9783
C -7.3216 1.7946 -2.2452
O -8.0976 1.4331 -1.0885
C -9.0329 0.3810 -1.2908
H -0.4202 3.0871 0.5517
H -1.4308 3.5702 1.9016
H -0.4554 4.7642 1.0214
H -3.4429 2.9314 1.0969
H -2.6986 2.1957 -0.3669
H -4.2541 4.2224 -1.4956
H -5.0084 4.2470 0.0497
H -5.8173 1.9295 -0.3771
H -5.7811 3.2471 -2.8843
H -6.7467 3.7594 -1.6810
H -6.9172 0.9256 -2.7644
H -7.9569 2.2692 -2.9930
H -9.9757 0.5842 -0.7831
H -8.6532 -0.5790 -0.9411
H -9.2299 0.2611 -2.3562
C -2.3252 -3.6822 -4.0688
O -1.3529 -2.9526 -4.7896
C -1.8391 -1.9340 -5.6687
C -0.6947 -1.4352 -6.5770
N 0.3150 -0.8636 -5.7231
C 1.4596 -0.3056 -6.5106
C 2.5536 0.2359 -5.5452
O 2.8795 -0.8108 -4.6445
C 3.5741 -0.4165 -3.4622
H -2.8529 -4.3489 -4.7509
H -3.0359 -3.0614 -3.5232
H -1.8148 -4.2214 -3.2709
H -2.2572 -1.0946 -5.1132
H -2.6327 -2.3849 -6.2645
H -1.0139 -0.5963 -7.1953
H -0.4376 -2.1892 -7.3209
H -0.0992 -0.0048 -5.3899
H 1.1137 0.4737 -7.1896
H 1.7808 -1.1424 -7.1308
H 2.1697 1.0824 -4.9757
H 3.4814 0.5289 -6.0365
H 3.5793 -1.1336 -2.6413
H 3.2948 0.5697 -3.0912
H 4.5964 -0.2264 -3.7893
C 3.5788 6.3359 -1.2482
C 3.3079 4.9918 -0.5527
C 3.9274 3.8146 -1.2603
O 3.1326 3.5896 -2.4618
C 1.7625 3.2245 -2.2767
N 3.8011 4.9852 0.7884
H 3.0598 6.4647 -2.1980
H 4.6517 6.4963 -1.3550
H 3.1296 7.0847 -0.5958
H 2.2394 4.8813 -0.3677
H 3.9121 2.9226 -0.6340
H 4.9945 3.8793 -1.4730
H 1.1840 3.9986 -1.7726
H 1.7151 2.1903 -1.9356
H 1.3491 3.3013 -3.2824
H 3.3083 5.5519 1.4638
H 3.6017 4.0850 1.2008
C -0.9432 -6.3272 0.1063
C -0.8729 -4.8506 -0.2482
C -1.6693 -3.8883 0.7528
O -1.2514 -4.0319 2.1525
C -1.6153 -2.8919 2.9144
N 0.4469 -4.3713 -0.2384
H -0.6210 -6.4607 1.1390
H -0.3939 -6.9441 -0.6049
H -1.9780 -6.6539 0.0034
H -1.2633 -4.6649 -1.2488
H -2.7436 -4.0238 0.6279
H -1.6621 -2.8515 0.4167
H -1.3100 -1.9892 2.3853
H -1.2858 -2.7964 3.9489
H -2.6969 -2.7581 2.9334
H 0.5805 -3.5916 -0.8662
H 0.5681 -3.9377 0.6657
C -4.3007 1.2129 -5.1414
C -3.2827 2.1613 -5.6315
C -2.7639 3.0122 -4.3632
O -2.1165 4.2446 -4.7588
C -1.6510 4.9919 -3.6654
N -2.3224 1.4430 -6.4289
H -3.7522 0.6791 -4.3653
H -4.5882 0.5181 -5.9306
H -5.2303 1.6679 -4.7994
H -3.8727 2.7862 -6.3020
H -1.9788 2.4993 -3.8076
H -3.6092 3.3082 -3.7419
H -1.3712 5.9541 -4.0943
H -0.7890 4.5758 -3.1439
H -2.4363 5.1678 -2.9302
H -1.5563 2.0242 -6.7380
H -2.7626 1.2744 -7.3221

Mulliken atomic charge list, values in e, 8 entries: number 1, Be, carries 0.78; number 2, C, carries 0.07; number 3, C, carries 3.49; number 4, C, carries -0.54; number 5, O, carries -0.80; number 6, H, carries -0.18; number 7, H, carries 0.04; number 8, H, carries -0.18

***

A single C17H24N2O4 molecule, computed with wB97M-V/def2-TZVPD.

Energy relative to the best compared isomer or geometry (same formula, charge and spin) = 21.3 kcal/mol
SMILES = COc1ccc(CNC(=O)[C@@H]2CCC(=O)N2C(C)C)c(OC)c1
Largest force on an atom = 0.60 eV/A
Spin multiplicity = 1

Element x y z (Å)
C 3.4613 2.1849 -3.1604
H 3.8793 3.0121 -3.7319
O 3.4381 2.6212 -1.8231
C 2.9477 1.7878 -0.8673
C 2.9345 2.2895 0.4320
C 2.4373 1.5168 1.4608
C 1.9607 0.2350 1.2378
C 1.9881 -0.2730 -0.0691
C 2.4721 0.5039 -1.1138
H 2.4690 0.1117 -2.1162
O 1.5110 -1.5455 -0.2314
C 1.4139 -2.0838 -1.5310
H 2.3860 -2.1137 -2.0310
H 0.6927 -1.5292 -2.1381
H 1.0532 -3.1030 -1.3996
C 1.3632 -0.5861 2.3530
N 0.0084 -0.9746 2.0202
C -1.0900 -0.4251 2.5609
O -1.0987 0.2969 3.5350
C -2.3837 -0.8257 1.8194
N -2.3084 -0.4048 0.4369
C -2.0878 -1.4063 -0.4368
O -1.8686 -1.2905 -1.6255
C -2.1520 -2.7269 0.3243
H -2.8576 -3.3924 -0.1727
C -2.5846 -2.3494 1.7415
H -2.0057 -2.8635 2.5072
H -3.6366 -2.5889 1.8958
H -1.1749 -3.2116 0.2930
C -2.3907 1.0057 0.0794
C -3.5626 1.2244 -0.8764
H -3.6647 2.2815 -1.1050
H -4.4894 0.8719 -0.4290
H -3.3886 0.6778 -1.7992
C -1.0796 1.4972 -0.5298
H -0.2608 1.3887 0.1776
H -0.8553 0.9250 -1.4259
H -1.1670 2.5468 -0.7963
H -2.5747 1.5477 1.0135
H -3.2143 -0.3245 2.3285
H -0.0672 -1.4752 1.1475
H 1.9542 -1.4948 2.5137
H 1.3235 -0.0081 3.2776
H 2.4107 1.9167 2.4629
H 3.3055 3.2857 0.6065
H 4.0985 1.3033 -3.2860
H 2.4545 1.9643 -3.5297

natural (NBO) atomic charge list, values in e, 8 entries: number 1, C, carries -0.25; number 2, H, carries 0.20; number 3, O, carries -0.51; number 4, C, carries 0.41; number 5, C, carries -0.31; number 6, C, carries -0.15; number 7, C, carries -0.14; number 8, C, carries 0.41

***

HOMO? In order: -0.36320 -0.30422 hartree.
LUMO level? In order: -6.63 0.70 eV.
Total energy? In order: -101543.096 -29189.565 eV.